Formula: C19H46O16
Source: OMol25
Level of theory: ωB97M-V/def2-TZVPD

The largest force on an atom is 0.0725 hartree/bohr. As for the total charge: -1. The calculation puts the calculated total energy at -1955.22308 hartree. As for the gap between HOMO and LUMO (alpha / beta): 2.4 / 10.2 eV. The spin multiplicity is 2. Its LUMO energy (alpha / beta) is 2.22 / 2.21 eV.

Each line ends with the Löwdin spin population.
Geometry (Å):
H1 -2.08267 2.03281 0.63960  0.00
O1 4.45082 -1.01768 -2.41422  0.00
C1 -3.07826 2.13267 0.20726  0.01
O2 -3.92618 -1.03678 -0.51253  0.00
H2 -3.30602 3.77633 -2.67001  0.00
H3 0.56574 -0.22266 -1.19420  0.00
H4 3.62741 2.13137 -3.14133  0.00
H5 -4.79482 -1.68312 2.57022  0.06
C2 -2.47401 3.35193 -2.10810  0.00
H6 5.00095 3.03364 -2.41684  0.00
H7 4.31824 2.57922 -5.15912  0.00
H8 -3.64344 2.91688 0.71093  0.01
O3 1.46667 1.67457 -1.35457  0.00
H9 -0.02867 -4.50337 0.36946  0.01
H10 -0.84791 -4.42442 -1.93482  0.00
O4 -1.97031 1.22265 -1.77060  0.00
H11 -2.82906 -0.98164 4.61208  0.11
C3 4.66099 2.45135 -3.27327  0.00
O5 0.36235 -2.67449 4.19435  0.04
O6 1.29375 5.26257 -5.29092  0.00
H12 2.11083 0.75305 1.25402  0.00
H13 -0.53247 0.41333 4.25922  0.00
O7 0.58459 -4.41088 -0.36331  0.01
H14 0.13251 -3.31087 6.16036  0.01
C4 1.47867 4.41888 -4.11634  0.00
C5 1.18276 0.60786 0.70112  0.00
O8 -0.64541 0.92101 -3.65268  0.00
H15 2.35746 3.78027 -4.20587  0.00
H16 -2.11586 1.22139 4.60514  0.03
O9 4.73110 3.16827 -4.52338  0.00
H17 0.46041 -0.57038 2.36221  0.00
H18 3.93793 -1.62026 -1.87068  0.00
C6 5.33902 -1.76716 -3.23271  0.00
O10 -4.01221 -1.92808 -2.62283  0.00
H19 2.29266 -0.13761 -1.05858  0.00
H20 4.05857 -0.71138 3.80091  0.00
C7 -3.76606 -3.07808 0.58454  0.04
C8 -1.50688 0.32751 4.74012  0.11
H21 -0.68087 -2.99939 -1.04016  0.00
O11 0.54506 1.83358 0.69687  0.00
H22 6.03693 -1.11814 -3.76166  0.00
C9 1.37462 0.38188 -0.78391  0.00
H23 5.97296 -2.30312 -2.52633  0.00
H24 -0.48829 -2.24772 4.06837  0.02
H25 -2.11163 4.02881 -1.33440  0.00
H26 5.19961 1.50381 -3.28585  0.00
O12 -1.57777 2.87847 -3.06492  0.00
H27 1.69193 -2.40999 5.74165  0.00
H28 -2.70669 -1.34133 1.30584  0.01
O13 -3.66683 -3.16631 -0.82038  0.01
H29 -3.07850 -3.73539 1.11681  0.02
H30 -5.77444 -0.98072 1.35601  0.01
H31 0.21351 -1.56804 5.89909  0.01
H32 0.49688 -3.44087 -2.28149  0.00
H33 0.42634 5.04164 -5.63790  0.00
C10 0.62039 -2.52764 5.58018  0.03
H34 -1.36041 0.34680 5.82006  0.02
H35 0.65654 3.70466 -4.07058  0.00
O14 0.75067 3.68371 -0.49874  0.00
O15 -1.93371 -0.90426 4.27451  0.22
O16 3.08930 -2.42805 3.30098  0.00
C11 -4.74138 -1.02837 1.70042  0.11
H36 4.86901 -2.43576 -3.95393  0.00
H37 -0.77298 0.19898 1.50803  0.01
C12 0.17747 -0.30837 1.34271  0.01
C13 -2.93035 2.11038 -1.33010  0.00
H38 -3.87439 1.78368 -1.76617  0.00
H39 2.98022 -0.48298 2.56158  0.00
C14 -1.37726 1.58236 -2.92154  0.00
H40 1.27648 4.83434 -3.12911  0.00
H41 -4.78570 -3.33095 0.87519  0.01
C15 -3.81914 -1.99578 -1.42643  0.00
H42 2.34902 -0.63434 4.23852  0.00
C16 0.82469 2.48350 -0.42696  0.00
C17 -3.64817 -1.59247 0.81733  0.01
H43 -0.07873 -1.17669 0.73567  0.00
C18 3.05646 -1.02238 3.50568  0.00
H44 2.17962 -2.66970 3.48992  0.00
H45 -4.53279 -0.06329 2.16215  0.03
C19 -0.08641 -3.81977 -1.44226  0.00
H46 -3.61451 1.23683 0.52032  0.00

Force components x, y, z for each atom (eV/Å):
H 0.1 0.4 0.2
O -0.3 0.5 -0.6
C 0.6 -0.9 -0.3
O 1.4 0.5 0.2
H 0.0 0.3 0.3
H -0.4 0.4 -0.2
H -0.2 0.2 0.5
H 0.1 -0.1 0.3
C -1.8 0.7 1.3
H -0.1 0.3 -0.4
H 0.0 0.1 -0.2
H 0.2 0.5 -0.7
O -1.6 0.9 1.3
H 0.0 0.0 0.0
H 0.0 -0.7 0.2
O 1.6 -3.4 0.1
H -1.2 -0.8 0.2
C -0.7 -0.6 -0.5
O 0.6 -0.3 0.0
O 0.3 -0.2 1.1
H 0.1 -0.4 -0.1
H 0.1 0.8 0.1
O 0.9 -0.5 -0.4
H 0.4 -0.1 0.1
C -1.6 -1.2 -0.6
C -0.5 -1.2 -0.1
O -2.1 1.1 2.0
H 0.3 0.8 0.2
H -0.4 -0.2 -0.9
O 0.5 -0.2 0.8
H 0.2 -0.6 -0.2
H 0.1 -0.2 -0.1
C 0.7 -0.1 1.0
O 0.7 0.7 1.5
H 0.1 0.0 0.3
H 0.1 -0.1 0.5
C -1.2 0.4 0.2
C 1.8 0.9 0.7
H 0.0 0.5 -0.3
O -0.8 2.1 -0.4
H -0.4 0.4 0.0
C 1.1 -1.6 -0.6
H 0.2 -0.6 -0.4
H -0.7 0.2 -0.4
H 0.9 0.5 -0.7
H 0.5 0.1 -0.2
O 0.6 1.2 -1.0
H 0.1 -0.7 0.1
H 0.4 0.5 -0.8
O 0.9 -1.9 -0.4
H 0.2 0.2 -0.3
H 0.2 -0.3 -0.8
H -0.2 0.0 0.3
H 0.8 -0.1 0.6
H 0.1 0.1 0.0
C -0.2 0.9 0.0
H 0.2 -0.3 0.3
H -0.1 -0.4 -0.5
O -0.6 -0.9 -0.8
O -0.4 -0.4 -0.5
O -0.3 0.8 0.4
C -0.1 -0.3 1.5
H -0.2 0.0 0.1
H 0.1 0.3 -0.3
C -0.3 -0.9 1.0
C -2.0 1.1 -0.2
H -0.3 -0.2 0.1
H -0.7 -0.1 -0.2
C 2.3 -1.2 -0.7
H 1.0 1.0 -0.1
H 0.0 -0.5 -0.1
C -1.4 -0.4 -1.6
H -0.2 -0.3 -0.1
C 2.0 2.1 -0.2
C -1.5 1.0 0.6
H 0.4 -0.3 0.2
C 1.7 0.3 -0.6
H -0.6 -0.7 -0.2
H 0.4 0.1 -0.3
C -1.8 0.8 -0.1
H 0.1 -0.1 -0.3